*A*
This record from OMol25 describes 2 unconnected molecules or ions with the total composition CH8NO. The level of theory is wB97M-V/def2-TZVPD.

## Properties
frontier orbital gap: 13.1 eV
net charge: +1
HOMO: -16.75 eV

Last column: Löwdin charge in e.
Positions of all 11 atoms, in Å:
C: -0.40 -0.12 1.34  -0.0085
N: -0.62 0.85 0.21  0.1272
H: -1.02 0.18 2.17  0.1041
H: -0.59 -1.12 0.96  0.0982
H: 0.67 -0.20 1.52  0.1036
H: -1.41 0.55 -0.38  0.1724
H: 0.14 0.81 -0.47  0.1201
H: -0.87 1.77 0.56  0.1617
H: 0.78 -1.55 -1.75  0.0784
H: 1.51 -0.23 -1.95  0.0893
O: 0.96 -0.71 -1.30  -0.0464

*B*
This record from OMol25 describes 2 unconnected molecules or ions with the total composition CH8NO. The level of theory is wB97M-V/def2-TZVPD.

## Properties
frontier orbital gap: 11.0 eV
net charge: +1
HOMO: -14.97 eV

Last column: Löwdin charge in e.
Positions of all 11 atoms, in Å:
N: 0.00 1.48 -1.24  0.3083
H: -0.77 1.75 -1.85  0.1660
H: 0.75 0.95 -1.69  0.1554
H: -0.25 0.90 -0.41  0.1057
H: 0.50 2.34 -1.00  0.1578
C: 0.28 -1.31 1.23  -0.1059
O: -0.61 -0.79 0.22  -0.1624
H: 1.25 -0.83 1.07  0.0781
H: 0.30 -2.39 1.30  0.0943
H: 0.00 -0.85 2.22  0.1005
H: -1.45 -1.24 0.15  0.1022

Which structure wins on stability? *A* wins.

*A*
This record from OMol25 describes 8 unconnected molecules or ions with the total composition H14IO7. The level of theory is wB97M-V/def2-TZVPD.

## Properties
frontier orbital gap: 8.8 eV
net charge: -1
HOMO: -5.70 eV

Last column: Löwdin charge in e.
Positions of all 22 atoms, in Å:
I: -0.53 0.39 -0.21  0.2829
O: 2.36 1.86 -1.86  -0.1142
H: 2.70 1.02 -2.19  0.0154
H: 1.68 1.60 -1.21  -0.1082
O: 1.99 -2.18 -0.10  -0.1113
H: 1.39 -1.42 0.01  -0.1163
H: 2.86 -1.80 -0.02  0.0142
O: -1.35 3.32 2.24  -0.0954
H: -1.50 4.13 1.75  0.0198
H: -1.29 2.64 1.55  -0.0731
O: -1.03 -2.99 -1.17  -0.1173
H: -1.04 -2.05 -0.92  -0.1391
H: -1.85 -3.11 -1.65  0.0202
O: -2.42 -2.08 1.90  -0.0981
H: -2.96 -1.68 2.59  0.0209
H: -2.25 -1.35 1.29  -0.0761
O: 0.00 0.36 -3.91  -0.1059
H: -0.32 0.91 -3.17  -0.0454
H: 0.80 -0.03 -3.56  0.0101
O: 0.77 1.07 3.15  -0.1082
H: 1.68 0.76 3.09  0.0194
H: 0.33 0.64 2.40  -0.0943

*B*
This record from OMol25 describes 8 unconnected molecules or ions with the total composition H14IO7. The level of theory is wB97M-V/def2-TZVPD.

## Properties
frontier orbital gap: 6.7 eV
net charge: -1
HOMO: -4.05 eV

Last column: Löwdin charge in e.
Positions of all 22 atoms, in Å:
I: -0.93 0.12 0.22  -0.9790
O: -1.73 -4.51 4.12  -0.0602
H: -1.09 -5.18 3.87  0.0249
H: -1.58 -3.79 3.51  0.0329
O: -6.07 2.66 0.19  -0.0610
H: -6.73 1.97 0.25  0.0224
H: -5.24 2.21 0.36  0.0332
O: 2.13 -4.03 -2.76  -0.0601
H: 2.43 -3.20 -3.12  0.0251
H: 1.42 -3.80 -2.16  0.0323
O: 0.47 0.41 -5.50  -0.0607
H: 1.34 0.62 -5.17  0.0196
H: -0.09 0.41 -4.73  0.0330
O: 4.03 0.50 -3.11  -0.0565
H: 3.81 0.29 -2.20  0.0335
H: 4.59 1.27 -3.06  0.0261
O: -0.70 0.02 6.42  -0.0573
H: -0.75 -0.31 5.52  0.0322
H: -1.33 -0.52 6.90  0.0235
O: 2.31 5.03 -0.10  -0.0616
H: 1.86 4.20 0.05  0.0333
H: 1.85 5.65 0.47  0.0243

Which structure wins on stability? *A* wins.